{"formula": "C5H16NSi", "method": "ωB97M-V with the def2-TZVPD basis set", "species": ["C", "C", "C", "C", "C", "N", "Si", "H", "H", "H", "H", "H", "H", "H", "H", "H", "H", "H", "H", "H", "H", "H", "H"], "positions_angstrom": [[-2.536, 1.949, -1.144], [2.234, -0.242, 2.036], [1.517, -2.232, 0.764], [-1.603, 1.356, -2.223], [0.143, -0.060, 0.778], [1.454, -0.672, 0.851], [-1.113, -0.282, -1.543], [-3.054, 2.773, -1.574], [-3.354, 1.290, -0.804], [-2.161, 2.405, -0.202], [3.155, -0.735, 2.097], [2.346, 0.770, 1.830], [1.606, -0.528, 2.900], [1.193, -2.489, -0.236], [2.532, -2.569, 0.949], [1.036, -2.512, 1.606], [-0.950, 2.181, -2.311], [-2.131, 1.203, -3.161], [0.304, 0.950, 0.967], [-0.562, -0.737, 1.248], [2.121, -0.407, 0.057], [-2.084, -1.086, -0.942], [-0.044, -1.112, -2.347]], "forces_ev_per_angstrom": [[-1.7, 0.0, 0.9], [-2.3, -1.1, 0.7], [1.5, 2.8, -1.8], [-1.0, -0.2, 1.8], [-1.4, -2.1, -3.7], [3.8, -2.5, -2.2], [4.4, 0.2, 0.7], [-0.5, 0.7, -0.5], [0.3, -0.1, -0.2], [0.8, -0.7, -0.7], [1.4, -0.7, -0.1], [0.4, 2.0, 0.8], [0.5, 0.7, -0.2], [-0.5, -0.5, 0.3], [0.4, 0.4, -0.4], [-2.5, -1.5, 2.1], [1.7, 0.1, -0.7], [-0.2, 0.0, -0.1], [-0.7, 1.6, 0.8], [-0.1, 0.8, 0.7], [-1.7, 0.0, 0.9], [-1.3, -0.8, 0.4], [-1.1, 0.7, 0.7]], "mulliken_charge": [-1.28, -0.95, -0.98, -0.42, -0.98, -0.15, 0.55, 0.39, 0.38, 0.33, 0.39, 0.43, 0.36, 0.32, 0.35, 0.50, 0.32, 0.41, 0.44, 0.36, 0.40, -0.07, -0.11], "e_lumo_ev": -3.187, "total_charge": 1, "fmax_ev_per_a": 5.0, "relative_energy_kj_mol": 285.2, "total_energy_ha": -543.980458, "orbital_gap_ev": 9.71}

{"formula": "C2H5N2O2S", "method": "ωB97M-V with the def2-TZVPD basis set", "species": ["C", "C", "N", "N", "O", "O", "S", "H", "H", "H", "H", "H"], "positions_angstrom": [[0.522, 0.725, -1.406], [0.262, 0.355, -2.550], [-1.672, -3.141, 2.029], [0.512, 1.331, -0.111], [0.392, -3.139, 0.430], [-0.509, -0.983, 1.217], [-0.558, -2.458, 1.216], [-2.366, -2.449, 2.479], [-0.012, -0.104, -3.471], [0.321, 0.646, 0.567], [0.047, 2.241, 0.083], [1.523, 1.553, 0.043]], "forces_ev_per_angstrom": [[-2.1, -0.2, -3.1], [0.7, 0.9, 3.9], [0.9, 1.3, -0.9], [3.2, 1.4, -1.6], [0.2, -0.8, 0.0], [0.2, -1.4, -0.1], [-2.9, 2.1, 1.9], [1.7, -1.0, -1.0], [0.2, 0.0, -0.3], [-1.1, -1.7, 1.7], [-0.4, -0.7, -0.8], [-0.6, 0.0, 0.2]], "mulliken_charge": [-0.15, -0.21, -0.45, -0.17, -0.37, -0.57, 1.01, 0.33, 0.43, 0.31, 0.42, 0.45], "e_lumo_ev": -4.184, "total_charge": 1, "fmax_ev_per_a": 4.1, "relative_energy_kj_mol": 238.7, "total_energy_ha": -736.955158, "orbital_gap_ev": 11.08}

{"formula": "C21H22ClN3O2", "method": "ωB97M-V with the def2-TZVPD basis set", "species": ["C", "O", "C", "C", "C", "C", "N", "C", "C", "C", "C", "N", "C", "C", "C", "C", "N", "C", "C", "C", "O", "C", "C", "C", "C", "C", "Cl", "H", "H", "H", "H", "H", "H", "H", "H", "H", "H", "H", "H", "H", "H", "H", "H", "H", "H", "H", "H", "H", "H"], "positions_angstrom": [[3.598, -3.281, -3.768], [2.398, -2.850, -4.346], [1.314, -2.816, -3.488], [1.197, -1.791, -2.529], [0.098, -1.741, -1.652], [-0.191, -0.654, -0.701], [-1.404, -0.208, -0.602], [-1.406, 0.848, 0.287], [-2.647, 1.522, 0.653], [-3.703, 1.575, -0.292], [-4.838, 2.313, 0.061], [-5.041, 2.926, 1.201], [-4.056, 2.869, 2.103], [-4.302, 3.585, 3.429], [-2.857, 2.212, 1.884], [-0.099, 1.060, 0.701], [0.688, 0.092, 0.061], [2.092, -0.261, 0.306], [2.451, 0.019, 1.771], [3.668, -0.841, 2.112], [2.816, 1.412, 1.894], [1.883, 2.413, 1.519], [0.372, 2.117, 1.703], [-0.900, -2.722, -1.807], [-0.757, -3.756, -2.727], [0.342, -3.813, -3.565], [0.455, -5.108, -4.732], [3.490, -4.206, -3.172], [4.363, -3.471, -4.540], [3.978, -2.507, -3.092], [1.991, -1.051, -2.527], [-3.616, 1.068, -1.286], [-5.648, 2.340, -0.636], [-5.276, 3.292, 3.860], [-3.537, 3.301, 4.183], [-4.233, 4.684, 3.331], [-2.109, 2.270, 2.674], [2.770, 0.296, -0.386], [2.194, -1.345, 0.151], [1.638, -0.239, 2.476], [4.444, -0.719, 1.337], [3.323, -1.901, 2.179], [4.151, -0.535, 3.051], [2.092, 3.249, 2.197], [2.075, 2.688, 0.490], [0.130, 1.797, 2.715], [-0.140, 3.065, 1.513], [-1.787, -2.692, -1.181], [-1.465, -4.506, -2.814]], "forces_ev_per_angstrom": [[1.0, -0.3, 0.7], [-1.0, 0.1, -0.3], [0.4, 0.0, 0.3], [-0.2, -0.6, -0.1], [0.1, -0.6, -0.7], [0.4, 0.6, -0.2], [-1.1, 0.3, 0.3], [1.5, -0.9, -0.2], [-0.9, 1.0, -0.1], [0.6, -0.1, 0.3], [0.5, -1.1, -0.8], [0.2, 0.3, 0.8], [-0.2, 0.5, 0.7], [0.4, -0.3, 0.4], [0.3, -0.5, -0.9], [-0.6, 0.4, 0.5], [-0.7, 0.1, -0.1], [-0.6, 0.1, 0.3], [0.8, 0.8, -0.4], [0.1, 0.0, 0.1], [0.0, -1.0, 0.7], [-0.6, 0.0, 1.0], [1.2, -1.1, -1.3], [0.4, -0.3, 0.0], [1.1, 1.6, 0.3], [0.2, 0.3, -0.2], [0.1, 0.4, 0.3], [-0.2, 0.2, -0.3], [-0.6, 0.2, 0.1], [0.1, 0.0, 0.0], [-0.1, 0.1, 0.1], [-0.1, 0.6, 1.2], [-0.5, 0.2, -0.4], [0.3, 0.3, -0.4], [-0.4, 0.1, -0.5], [-0.3, -0.5, -0.1], [-0.1, -0.3, -0.3], [-0.4, -0.4, 0.7], [-0.1, 0.4, -0.3], [0.0, 0.2, -0.5], [-0.4, -0.2, 0.2], [0.5, 0.7, -0.1], [-0.4, -0.1, -0.1], [0.2, 0.1, -0.4], [-0.1, 0.3, -0.3], [0.2, 0.0, 0.2], [-0.1, -0.2, 0.0], [0.2, 0.1, -0.1], [-1.4, -1.2, -0.1]], "mulliken_charge": [-0.73, -0.49, 0.13, -0.15, 0.14, 0.20, -0.65, 0.45, 0.59, -0.62, -0.33, -0.64, 0.58, -1.15, -0.49, 0.44, 0.09, -0.88, 0.52, -1.53, -0.44, -0.93, -0.89, -0.77, -0.62, 0.36, -0.19, 0.30, 0.26, 0.28, 0.54, 0.36, 0.40, 0.32, 0.31, 0.26, 0.20, 0.14, 0.61, 0.25, 0.32, 0.38, 0.40, 0.45, 0.28, 0.34, 0.60, 0.46, 0.54], "e_lumo_ev": 0.493, "total_charge": 0, "smiles": "COc1cc(-c2nc(-c3ccnc(C)c3)c3n2C[C@@H](C)OCC3)ccc1Cl", "fmax_ev_per_a": 2.0, "relative_energy_kj_mol": 190.9, "total_energy_ha": -1588.355575, "orbital_gap_ev": 8.64}

{"formula": "C32H10Cl5F15GeN4S2Sr", "method": "ωB97M-V with the def2-TZVPD basis set", "species": ["Sr", "C", "C", "N", "N", "C", "N", "S", "C", "C", "C", "C", "C", "N", "H", "H", "H", "H", "H", "H", "H", "H", "H", "H", "Cl", "C", "C", "C", "Cl", "C", "Cl", "C", "Cl", "C", "Cl", "F", "C", "C", "C", "F", "C", "F", "C", "F", "C", "F", "Ge", "S", "C", "C", "F", "C", "F", "C", "F", "C", "F", "C", "F", "C", "C", "F", "C", "F", "C", "F", "C", "F", "C", "F"], "positions_angstrom": [[1.168, -1.233, 1.123], [2.188, 1.639, 0.406], [2.775, 1.038, 1.645], [3.836, 0.328, 1.709], [4.618, 0.177, 0.627], [5.420, -0.962, 0.534], [6.298, -0.877, -0.485], [5.267, -2.258, 1.522], [1.976, 1.122, 2.905], [1.502, 2.339, 3.366], [0.737, 2.354, 4.521], [0.468, 1.158, 5.160], [0.955, -0.014, 4.604], [1.692, -0.044, 3.495], [1.098, 1.563, 0.444], [2.529, 1.112, -0.492], [2.444, 2.693, 0.278], [4.447, 0.715, -0.212], [6.495, -0.015, -0.962], [6.851, -1.689, -0.690], [1.729, 3.255, 2.836], [0.352, 3.287, 4.910], [-0.130, 1.122, 6.059], [0.733, -0.975, 5.052], [0.484, -4.062, 2.246], [1.487, -4.496, 0.836], [2.032, -3.444, 0.145], [2.759, -3.783, -0.971], [3.449, -2.461, -1.921], [2.972, -5.093, -1.382], [3.906, -5.456, -2.786], [2.410, -6.127, -0.628], [2.660, -7.768, -1.092], [1.647, -5.834, 0.501], [0.933, -7.094, 1.437], [-3.811, 3.478, -0.819], [-4.584, 2.471, -0.383], [-4.053, 1.215, -0.160], [-4.948, 0.235, 0.238], [-4.518, -1.021, 0.415], [-6.294, 0.480, 0.437], [-7.120, -0.493, 0.819], [-6.783, 1.757, 0.223], [-8.072, 2.020, 0.408], [-5.925, 2.758, -0.195], [-6.393, 3.986, -0.415], [-2.164, 0.681, -0.345], [-1.411, -0.172, 1.472], [-1.114, 2.296, -0.813], [-1.069, 3.320, 0.121], [-1.802, 3.229, 1.236], [-0.302, 4.456, -0.045], [-0.284, 5.418, 0.879], [0.466, 4.587, -1.191], [1.220, 5.667, -1.368], [0.455, 3.585, -2.144], [1.209, 3.702, -3.237], [-0.328, 2.459, -1.938], [-0.270, 1.505, -2.881], [-2.096, -0.545, -1.899], [-1.118, -1.511, -2.010], [-0.129, -1.586, -1.082], [-1.042, -2.424, -3.043], [-0.073, -3.332, -3.087], [-1.997, -2.368, -4.044], [-1.953, -3.226, -5.055], [-2.988, -1.406, -3.991], [-3.896, -1.339, -4.961], [-3.018, -0.514, -2.932], [-3.985, 0.415, -2.952]], "forces_ev_per_angstrom": [[0.3, -0.6, 0.3], [0.1, 0.1, -0.3], [0.2, 0.0, 0.1], [-0.1, -0.1, 0.1], [0.0, -0.1, 0.0], [0.0, 0.1, 0.0], [0.0, 0.0, 0.0], [0.0, 0.0, 0.0], [0.0, 0.2, -0.1], [0.0, 0.0, 0.1], [0.0, 0.1, 0.0], [0.0, -0.1, 0.0], [0.0, -0.1, 0.1], [-0.1, 0.1, -0.1], [-0.1, 0.2, 0.0], [0.0, 0.1, 0.0], [-0.1, 0.0, 0.0], [0.0, 0.0, 0.0], [0.0, 0.0, 0.0], [0.0, 0.0, 0.0], [0.0, 0.0, 0.0], [0.0, 0.0, 0.0], [0.0, 0.0, 0.0], [0.0, 0.0, 0.0], [0.0, -0.1, 0.0], [0.0, 0.0, 0.0], [-0.1, 0.1, -0.1], [0.1, 0.0, 0.0], [-0.1, -0.1, 0.0], [0.1, 0.0, -0.1], [0.0, 0.0, 0.0], [0.0, -0.1, 0.0], [0.0, 0.0, 0.0], [0.0, 0.0, 0.1], [0.0, 0.0, 0.0], [0.0, 0.0, 0.0], [0.0, 0.1, 0.0], [0.0, -0.1, 0.0], [0.0, 0.0, 0.0], [0.0, 0.0, 0.0], [0.0, 0.0, 0.0], [0.0, 0.0, 0.0], [0.0, 0.0, 0.0], [0.0, 0.0, 0.0], [0.0, 0.0, 0.0], [0.0, 0.0, 0.0], [-0.1, 0.0, 0.1], [-0.3, 0.3, 0.1], [0.0, 0.0, 0.0], [-0.1, 0.0, 0.0], [0.0, 0.0, 0.0], [0.0, 0.0, 0.0], [0.0, 0.0, 0.0], [0.0, 0.0, 0.0], [0.0, 0.0, 0.0], [0.0, 0.0, 0.0], [0.0, 0.0, 0.0], [0.0, 0.0, 0.0], [0.0, 0.0, 0.0], [0.0, 0.1, 0.0], [0.0, 0.0, 0.0], [0.1, 0.0, -0.2], [0.0, 0.0, 0.0], [0.0, 0.0, 0.0], [0.0, 0.0, 0.0], [0.0, 0.0, 0.0], [0.0, 0.0, 0.0], [0.0, 0.0, 0.0], [0.0, 0.0, 0.0], [0.0, 0.0, 0.0]], "mulliken_charge": [1.15, -0.30, -1.40, -0.30, -0.10, 0.27, -0.37, -0.27, 1.63, -0.44, -0.58, -0.50, -0.50, -0.22, -0.29, 0.51, 0.41, 0.34, 0.20, 0.22, 0.47, 0.45, 0.41, 0.41, -0.25, 1.57, -1.83, 0.67, -0.23, -0.39, -0.20, 0.75, -0.20, -0.49, -0.20, -0.29, 0.73, -0.89, 0.36, -0.29, 0.02, -0.29, 0.76, -0.30, -0.01, -0.29, 1.17, -0.54, -0.92, 0.71, -0.45, 0.14, -0.37, 0.61, -0.33, 0.18, -0.34, 0.67, -0.33, -0.74, -0.06, 0.64, -0.29, -0.19, 0.60, -0.31, -0.04, -0.29, 0.90, -0.33], "e_lumo_ev": -0.646, "total_charge": 0, "fmax_ev_per_a": 0.7, "relative_energy_kj_mol": 112.9, "total_energy_ha": -8147.426756, "orbital_gap_ev": 7.96}